The following is a DFT calculation (ωB97M-V/def2-TZVPD) of a 19-piece molecular cluster, C40H95F2N12O36S2 overall.

Geometry as XYZ:
```
187
Properties=species:S:1:pos:R:3:forces:R:3
N 0.313 -0.798 0.235 3.29 2.58 1.92
S -0.693 -0.299 -0.750 -12.56 -1.97 -4.73
O -0.376 -0.503 -2.118 1.01 1.04 -0.77
O -1.591 0.836 -0.417 2.84 -2.12 -0.07
F -1.642 -1.646 -0.618 0.46 1.36 0.89
S 1.272 0.499 -0.111 7.44 0.78 1.03
O 1.156 1.680 0.709 -0.55 -1.56 -0.33
O 1.911 0.600 -1.406 -2.25 0.82 -0.07
F 2.563 -0.297 0.445 0.36 -0.22 2.02
C -5.626 -0.726 1.513 0.09 0.78 1.56
C -4.533 0.008 2.334 0.60 -0.20 -4.79
O -3.524 0.306 1.682 -1.58 0.44 3.97
N -4.807 0.395 3.819 -0.92 0.36 -1.82
H -4.745 -0.479 4.321 0.19 -2.78 1.21
H -4.075 0.994 4.173 0.15 0.26 -0.04
C -6.231 0.850 4.265 1.68 0.58 -0.03
H -5.725 -1.714 1.963 -0.71 -0.14 0.02
H -5.433 -0.854 0.448 1.04 -0.05 0.10
H -6.506 -0.083 1.499 -0.57 -0.36 0.69
H -6.110 0.988 5.340 -0.23 -0.33 0.01
H -6.970 0.079 4.049 0.27 0.18 -0.21
H -6.371 1.849 3.852 -0.53 -0.34 -0.33
C 1.569 6.583 -1.524 -0.40 -0.39 0.69
C 2.548 6.024 -0.473 -0.52 -3.83 -0.44
O 2.582 4.841 -0.124 0.18 4.29 -0.51
N 3.677 6.968 0.006 -0.65 -0.78 -1.28
H 3.301 7.870 -0.246 0.57 0.75 -0.78
H 3.757 7.075 1.007 0.35 -0.81 0.58
C 4.993 6.553 -0.737 -0.12 0.63 0.90
H 0.900 5.756 -1.763 0.27 -0.08 -0.02
H 1.933 7.012 -2.457 0.87 -0.25 0.15
H 0.883 7.347 -1.158 0.21 0.20 0.63
H 4.760 6.250 -1.758 -0.04 0.33 -0.01
H 5.463 5.710 -0.231 -0.50 0.01 0.14
H 5.651 7.414 -0.623 -0.04 -0.09 -0.51
C 2.884 -1.912 2.989 -1.16 0.04 1.24
C 1.820 -1.088 3.780 0.21 2.51 0.98
O 1.937 -0.340 4.748 0.08 -2.35 -2.64
N 0.427 -1.163 3.126 1.33 1.92 0.35
H 0.611 -1.255 2.137 -0.17 0.79 -0.74
H 0.156 -2.125 3.272 -1.34 -2.27 1.24
C -0.720 -0.110 3.472 1.45 -2.36 0.13
H 3.917 -1.655 3.224 -0.39 0.26 0.17
H 2.716 -1.881 1.912 -0.05 0.14 0.26
H 2.710 -2.939 3.307 -0.02 -0.31 -0.12
H -0.347 0.520 4.280 0.11 0.03 -0.32
H -1.451 -0.817 3.863 -0.60 0.50 -0.04
H -1.030 0.385 2.552 0.14 -0.08 0.16
C -2.338 -7.174 5.392 -0.34 0.72 -0.42
C -2.946 -7.686 4.096 -4.08 -2.67 1.26
O -4.045 -8.268 4.088 4.06 2.05 -0.47
N -2.301 -7.551 2.740 0.57 0.74 1.05
H -1.295 -7.494 2.810 0.39 -0.18 0.28
H -2.508 -8.395 2.225 -0.57 -0.21 -0.51
C -2.724 -6.269 2.049 -0.27 -0.13 0.06
H -1.801 -6.233 5.279 -0.13 0.00 -0.14
H -1.698 -7.840 5.971 0.08 -0.51 -0.63
H -3.219 -7.021 6.015 0.06 0.22 -0.06
H -3.814 -6.288 2.027 0.06 0.20 -0.54
H -2.206 -6.265 1.090 -0.59 0.05 -0.19
H -2.404 -5.440 2.679 -0.02 -0.08 0.08
C 2.484 -2.976 -2.141 -0.26 -0.36 -1.16
C 2.228 -3.759 -0.923 2.45 -2.60 2.82
O 3.076 -4.575 -0.498 -3.76 2.89 -1.05
N 0.928 -3.508 -0.104 0.20 -1.59 -2.15
H 1.116 -3.765 0.855 0.19 -0.98 1.44
H 0.622 -2.546 -0.062 0.11 0.39 -0.72
C -0.265 -4.454 -0.597 1.29 -0.40 0.12
H 2.457 -1.897 -1.993 -0.18 -0.06 -0.11
H 1.804 -3.310 -2.925 -0.77 0.41 0.15
H 3.423 -3.347 -2.552 0.38 0.35 0.50
H -0.403 -4.316 -1.669 -0.19 0.12 0.23
H -1.174 -4.317 -0.011 0.13 0.50 -0.13
H 0.119 -5.456 -0.402 -0.14 0.03 -0.24
C -7.345 3.637 -3.404 0.13 2.32 0.72
C -6.111 2.813 -3.433 -3.10 -3.35 -1.77
O -6.244 1.779 -4.030 2.76 1.06 1.16
N -4.847 3.272 -2.686 -0.66 -1.09 0.08
H -4.121 3.389 -3.378 0.99 -0.80 -0.02
H -5.044 4.245 -2.500 -0.09 0.38 0.92
C -4.462 2.508 -1.338 -0.49 2.28 -0.23
H -7.059 4.664 -3.630 -0.21 0.45 0.09
H -7.842 3.662 -2.434 0.20 -0.09 0.24
H -8.107 3.366 -4.135 0.56 -0.56 -0.02
H -4.027 1.509 -1.324 -0.32 0.04 -1.01
H -5.384 2.589 -0.763 -0.02 -0.48 -0.11
H -3.769 3.241 -0.923 0.31 -0.38 0.06
C 5.061 0.682 -0.861 0.70 -0.59 -0.06
C 5.531 -0.776 -0.697 -2.30 -0.15 0.03
O 4.906 -1.807 -0.755 1.98 2.26 0.18
N 7.049 -0.818 -0.390 -0.84 -0.62 -1.94
H 7.343 0.138 -0.248 0.40 0.22 0.17
H 7.209 -1.373 0.439 0.18 -0.41 0.25
C 7.765 -1.421 -1.647 0.47 -0.05 1.29
H 5.863 1.327 -1.220 0.13 -0.13 -0.58
H 4.859 1.131 0.112 -0.38 -0.43 0.36
H 4.177 0.793 -1.490 0.04 -0.25 0.13
H 8.069 -0.608 -2.306 -0.20 -0.10 0.11
H 7.128 -2.168 -2.121 -0.12 0.29 0.21
H 8.631 -1.924 -1.215 0.11 0.07 -0.42
C -0.100 6.444 2.432 -0.41 0.72 -0.31
C -0.503 5.062 2.856 3.53 0.11 -0.04
O 0.357 4.224 2.954 -2.32 0.03 0.19
N -1.907 4.872 3.330 0.77 -1.36 -0.02
H -1.886 4.148 4.033 0.13 -0.54 0.39
H -2.089 5.730 3.830 -0.98 0.53 -0.07
C -2.865 4.477 2.212 -0.13 1.53 0.32
H -0.451 7.265 3.057 -0.43 -0.17 0.23
H -0.448 6.658 1.422 -0.08 -0.14 -0.18
H 0.986 6.525 2.465 -0.14 -0.42 -0.11
H -2.577 3.532 1.751 0.31 0.25 0.05
H -2.758 5.364 1.588 -0.42 -0.63 -0.81
H -3.870 4.446 2.631 0.13 -0.07 0.02
C 4.164 3.172 3.272 -0.67 -1.69 0.48
C 4.488 1.679 3.451 -0.92 -0.20 -2.05
O 3.975 0.805 2.746 1.86 1.96 2.19
N 5.776 1.345 4.199 -0.58 -0.92 1.06
H 5.957 0.376 3.979 -0.02 -0.66 -0.12
H 6.580 1.834 3.833 0.44 0.80 -0.01
C 5.614 1.427 5.719 -0.53 -0.01 0.24
H 4.361 3.912 4.048 0.55 -0.43 0.05
H 3.081 3.105 3.171 -0.05 0.46 -0.50
H 4.643 3.378 2.315 -0.13 0.54 -0.14
H 4.657 0.939 5.904 -0.20 0.44 0.09
H 5.663 2.458 6.067 -0.27 -0.09 -0.31
H 6.313 0.849 6.323 0.59 -0.06 -0.78
C -2.791 0.943 -4.393 0.72 -0.34 -0.99
C -1.497 1.167 -5.194 2.50 -3.33 0.28
O -0.882 0.303 -5.837 -2.25 3.98 2.08
N -0.722 2.499 -4.773 -0.92 -1.72 -1.19
H -0.889 3.163 -5.516 0.75 0.30 -0.68
H -1.318 2.867 -4.046 -0.02 0.39 1.63
C 0.709 2.344 -4.270 -1.39 0.10 0.07
H -2.689 0.909 -3.309 0.96 0.15 0.07
H -3.041 -0.082 -4.670 -0.93 0.11 -0.12
H -3.568 1.690 -4.557 -0.09 -0.32 -0.69
H 1.393 2.180 -5.103 -0.14 0.38 0.26
H 0.682 1.495 -3.586 0.12 -0.04 -0.16
H 0.820 3.237 -3.655 0.80 -0.13 -0.50
C 4.547 -0.074 -5.422 -0.03 -0.68 -1.15
C 3.311 -0.841 -5.139 -2.08 0.98 3.03
O 2.397 -0.441 -4.449 1.76 -1.54 -1.75
N 3.175 -2.256 -5.806 -0.45 3.04 -0.14
H 3.676 -2.105 -6.670 0.24 -0.55 -0.59
H 3.669 -2.952 -5.266 0.05 -0.41 0.26
C 1.712 -2.612 -6.078 1.92 -1.17 0.29
H 5.122 -0.666 -6.134 0.48 0.49 -0.05
H 5.165 0.236 -4.580 -0.38 -0.19 0.17
H 4.157 0.826 -5.897 0.39 0.32 -0.16
H 1.953 -3.580 -6.517 -1.40 -0.33 -0.03
H 1.279 -1.938 -6.817 -0.03 0.08 0.50
H 1.298 -2.666 -5.071 -0.71 0.03 -0.61
O -3.740 -2.198 -3.309 3.92 -0.39 -1.86
C -4.922 -1.702 -3.216 -7.87 1.22 -4.11
O -5.708 -1.396 -4.220 3.49 0.05 1.58
O -5.345 -1.760 -2.059 -0.70 1.21 3.32
H -3.793 -2.336 -2.360 1.60 -1.24 1.38
O -3.160 -2.392 4.380 2.63 1.76 -1.12
C -4.339 -2.917 4.661 -1.81 -5.59 0.26
O -5.227 -2.161 4.991 -1.93 4.05 0.56
O -4.452 -4.174 4.579 1.06 1.31 -0.14
H -2.757 -3.095 3.866 0.67 -0.33 -0.03
O 0.367 -5.792 4.147 -0.55 -1.15 0.43
C 0.365 -4.678 3.432 0.85 2.15 -1.82
O 1.079 -4.562 2.398 0.75 -1.18 -0.51
O -0.299 -3.723 3.825 -1.25 1.26 1.44
H 0.663 -6.510 3.583 0.68 -0.09 -0.05
O 0.264 3.042 -1.422 -0.26 1.02 0.13
C -0.832 3.805 -1.435 -5.07 0.09 -2.62
O -1.014 4.649 -0.534 1.18 0.45 1.37
O -1.730 3.632 -2.335 1.44 -0.49 -0.13
H 0.514 3.531 -0.636 2.18 -0.76 1.13
O -3.111 -5.997 -3.081 -0.52 0.22 -0.18
C -1.971 -6.665 -2.950 0.47 -0.18 -1.10
O -1.314 -6.954 -3.937 0.91 0.00 -2.17
O -1.602 -6.958 -1.813 0.73 -0.25 3.37
H -3.376 -5.991 -2.158 -1.14 0.73 0.64
O 3.481 3.876 -3.515 -3.81 -0.24 1.89
C 4.672 3.868 -4.054 0.24 1.72 -4.73
O 5.562 3.754 -3.269 5.01 -1.42 5.46
O 4.787 4.120 -5.217 -0.39 -0.04 -3.87
H 3.934 3.787 -2.673 -1.32 -0.31 1.86
O -4.141 -3.240 1.100 1.15 2.50 1.63
C -4.700 -4.313 0.515 -2.37 -0.52 0.72
O -4.044 -4.819 -0.338 4.87 -2.14 -4.43
O -5.776 -4.703 0.858 -3.25 -0.11 2.30
H -3.410 -3.111 0.492 0.32 0.42 -0.04
```
Positions in Å, forces in eV/Å.

## Properties
highest occupied orbital energy: -9.5 eV
HOMO-LUMO gap: 1.18 eV
net charge: +3
LUMO energy: -0.30710 hartree



The following is a DFT calculation (ωB97M-V/def2-TZVPD) of C33H46IrN13OP3 as an isolated structure.

Geometry as XYZ:
```
97
Properties=species:S:1:pos:R:3:forces:R:3
Ir -0.176 -0.259 0.361 -0.84 0.23 -0.91
C 4.900 -0.208 -1.638 -0.01 -0.01 -0.03
C 3.442 0.233 -1.737 -0.10 0.00 0.00
C 3.366 1.757 -1.807 0.03 -0.02 0.00
P 2.291 -0.388 -0.398 0.20 -0.05 0.36
C 2.620 -2.209 -0.234 0.00 0.01 0.00
C 2.534 -2.817 -1.638 0.00 0.01 -0.01
C 3.805 -2.730 0.573 -0.01 0.01 -0.02
C 2.920 0.588 1.030 -0.08 0.00 -0.01
C 4.160 0.387 1.619 0.02 0.02 -0.01
C 4.677 1.282 2.548 -0.01 0.00 -0.02
C 3.978 2.442 2.846 0.02 0.00 0.01
C 2.740 2.671 2.278 -0.03 0.03 -0.04
C 2.154 1.721 1.430 0.08 0.04 -0.03
N 0.870 1.821 0.923 0.01 -0.02 0.25
C -0.125 2.630 1.287 0.03 0.04 -0.11
C -0.304 3.361 2.445 -0.01 0.03 0.04
C -1.749 3.712 2.699 0.12 -0.05 0.00
C -2.265 4.483 1.509 0.01 0.01 0.04
C -2.100 3.858 0.351 0.02 -0.06 -0.01
C -1.438 2.511 0.483 -0.04 0.05 -0.04
P -1.266 1.367 -0.959 0.22 -0.08 0.20
C -0.670 2.368 -2.406 0.03 -0.07 0.01
C 0.132 3.608 -1.980 -0.03 -0.02 0.00
C 0.123 1.453 -3.352 0.00 0.01 0.03
C -3.392 0.679 -2.591 -0.10 0.08 -0.01
C -4.518 1.543 -3.148 0.01 0.00 0.02
C -3.278 -1.721 -3.298 -0.02 0.02 -0.03
H 5.452 0.183 -2.497 0.01 0.01 0.01
H 5.018 -1.289 -1.636 0.01 0.01 0.00
H 5.369 0.197 -0.741 0.01 0.00 -0.01
H 3.013 -0.177 -2.658 0.00 -0.01 0.00
H 3.894 2.207 -0.964 0.00 0.01 0.00
H 2.339 2.113 -1.787 -0.03 0.05 0.00
H 3.834 2.115 -2.726 0.01 0.00 0.00
H 1.721 -2.530 0.291 0.01 -0.03 0.00
H 3.374 -2.535 -2.274 0.01 -0.01 0.00
H 1.605 -2.522 -2.132 0.00 0.00 -0.01
H 2.537 -3.906 -1.560 -0.01 0.01 0.01
H 4.771 -2.425 0.170 0.00 0.00 0.01
H 3.778 -3.822 0.565 0.00 0.00 0.00
H 3.739 -2.415 1.614 0.01 0.00 0.00
H 4.751 -0.472 1.341 -0.01 -0.01 0.02
H 5.638 1.090 3.005 0.00 0.00 0.00
H 4.398 3.173 3.524 0.01 0.00 -0.01
H 2.236 3.604 2.474 -0.05 0.01 0.02
H 0.413 3.431 3.246 0.07 -0.03 -0.02
H -1.896 4.210 3.652 0.00 0.01 0.00
H -2.747 5.442 1.631 -0.02 0.00 -0.02
H -2.468 4.216 -0.600 -0.01 0.02 0.02
H -1.581 2.705 -2.907 0.03 0.04 -0.05
H 0.732 3.438 -1.086 0.06 -0.02 -0.01
H -0.523 4.453 -1.775 0.01 -0.02 0.04
H 0.814 3.902 -2.779 -0.02 0.02 -0.02
H 0.816 0.821 -2.794 -0.01 0.01 -0.01
H 0.697 2.047 -4.064 -0.03 0.01 -0.02
H -0.527 0.789 -3.924 -0.01 -0.04 0.04
H -2.548 0.680 -3.280 -0.01 0.02 -0.01
H -5.379 1.501 -2.481 0.00 0.01 0.00
H -4.820 1.177 -4.130 -0.02 -0.01 0.01
H -4.195 2.581 -3.237 0.00 -0.01 -0.01
H -2.231 -1.945 -3.059 -0.02 -0.02 0.03
H -3.358 -1.426 -4.346 0.00 0.01 0.00
H -3.876 -2.617 -3.145 0.00 0.03 -0.07
N -3.703 1.533 0.905 0.01 0.04 -0.03
C -2.361 1.699 1.479 -0.10 -0.02 0.07
N -2.452 2.396 2.738 -0.31 0.05 -0.08
N -1.862 1.527 3.713 0.12 -0.08 0.03
N -1.509 0.465 3.159 0.02 0.08 0.03
N -1.735 0.443 1.824 0.37 -0.08 -0.08
C -3.758 0.773 -0.257 0.00 -0.06 -0.03
N -4.533 -0.268 -0.315 -0.01 0.13 0.08
N -4.499 -1.110 -1.354 0.02 -0.02 -0.17
N -3.810 -0.691 -2.441 0.10 -0.07 0.08
N -2.949 1.216 -1.305 -0.01 -0.07 -0.03
H -4.318 1.132 1.604 0.03 -0.02 0.02
N 0.563 -1.477 1.958 0.11 -0.03 0.44
C 0.628 -1.828 3.065 0.06 -0.10 -0.10
C 0.742 -2.387 4.321 0.04 -0.11 0.09
C 0.741 -1.605 5.501 -0.05 0.00 -0.06
N 0.744 -0.984 6.473 0.04 0.04 0.00
C 0.875 -3.798 4.360 -0.05 0.03 -0.01
N 0.967 -4.948 4.319 0.02 0.00 -0.01
C -0.455 -4.602 0.823 0.02 0.07 -0.09
P -1.591 -3.439 0.050 -0.28 -0.06 0.18
C -2.709 -2.844 1.319 0.09 -0.04 -0.02
C -2.570 -4.443 -1.080 0.01 0.06 -0.02
O -0.914 -2.309 -0.692 0.21 0.09 -0.07
H -1.012 -5.418 1.285 0.01 0.00 0.01
H 0.139 -4.113 1.591 0.01 0.01 0.01
H 0.209 -5.008 0.058 0.00 -0.01 0.02
H -3.176 -3.674 1.849 -0.01 -0.01 -0.01
H -3.472 -2.220 0.849 0.01 -0.03 0.02
H -2.146 -2.229 2.022 -0.02 -0.02 0.04
H -2.957 -5.328 -0.576 0.00 0.00 0.02
H -1.935 -4.747 -1.913 -0.01 -0.03 -0.01
H -3.402 -3.850 -1.459 0.02 -0.01 0.08
```
Positions in Å, forces in eV/Å.

## Properties
highest occupied orbital energy (spin up / spin down): -5.9 / -7.4 eV
HOMO-LUMO gap (spin up / spin down): 6.16 / 5.00 eV
<S²>: 8.8291
spin multiplicity: 6
LUMO energy (spin up / spin down): 0.00827 / -0.08808 hartree